{
  "formula": "C7H8O3",
  "method": "the ωB97M-V functional and the def2-TZVPD basis",
  "de_lowest_kj_mol": 255.5,
  "smiles": "C[C@H]1CC(=O)OC(=C=O)C1",
  "homo_lumo_gap_ev": 9.230,
  "e_tot_ev": -13528.60922,
  "charge": 0,
  "symbols": ["H", "H", "H", "O", "C", "C", "O", "H", "C", "H", "H", "C", "H", "C", "C", "C", "H", "O"],
  "coordinates": [[1.1574, 1.2220, 1.5317], [1.3225, -0.5914, -1.1023], [-1.0906, 0.3776, -1.8908], [-0.5288, 3.2243, 2.2286], [0.4261, 1.5146, 0.6460], [-0.9556, 2.7660, -2.0423], [-0.7038, 3.0516, -3.1571], [-2.3393, 0.2849, -0.5911], [-1.3403, 0.6355, -0.8993], [1.1249, 1.9956, -0.1529], [0.9356, -1.5829, 0.4249], [-0.3711, 0.2047, 0.2525], [-0.9616, -0.2440, 1.0304], [0.5167, -0.9138, -0.3963], [-1.4919, 2.2550, -0.9602], [-0.5943, 2.5843, 1.1995], [-0.1230, -1.6441, -0.9674], [-1.5019, 2.8128, 0.2952]],
  "atomic_forces_ev_per_a": [[-1.477, 0.813, -1.702], [-0.681, 0.084, 0.811], [0.393, -0.983, -0.910], [-0.358, -1.223, -1.272], [1.708, -0.796, 2.844], [-0.005, 0.844, -2.339], [-0.146, -0.178, 1.686], [0.185, -0.059, -0.734], [-1.834, 2.633, 1.846], [-1.608, -1.096, 1.048], [-0.003, 1.010, -1.007], [1.595, 1.118, -3.615], [0.036, 0.260, 0.673], [0.015, -1.509, 1.052], [1.223, -3.425, 1.350], [3.573, -0.479, 0.794], [0.361, 0.866, 0.418], [-2.977, 2.121, -0.943]]
}

***

{
  "formula": "C6H5FN2",
  "method": "the ωB97M-V functional and the def2-TZVPD basis",
  "de_lowest_kj_mol": 395.3,
  "smiles": "[H]/N=C\\C#N.CC1=C=C1F",
  "homo_lumo_gap_ev": 8.663,
  "e_tot_ev": -11993.93056,
  "charge": 0,
  "symbols": ["H", "H", "H", "C", "N", "C", "F", "N", "H", "C", "C", "C", "C", "H"],
  "coordinates": [[1.9502, 0.0331, 2.4819], [0.9914, 1.5768, -2.5537], [-0.8584, -0.8159, -2.1363], [-1.1328, 0.3668, 1.4198], [0.5608, 0.5194, -2.6322], [1.5236, -0.1427, 1.4482], [-1.6186, -2.1546, 1.4454], [-2.5243, 1.4137, -1.0579], [1.9033, 0.6015, 0.7197], [-0.4042, 0.1724, -1.9336], [-1.0502, -0.9952, 1.5398], [-1.5673, 0.8428, -1.4055], [0.1146, -0.3053, 1.5154], [2.1119, -1.1126, 1.1488]],
  "atomic_forces_ev_per_a": [[-0.574, 0.304, -1.086], [-2.088, -3.056, -0.020], [1.216, -0.485, 0.205], [-0.635, 0.888, 0.509], [3.554, 3.235, 0.144], [4.094, -1.683, 0.169], [-0.438, -0.349, 0.275], [1.627, -1.303, -0.920], [-0.604, 0.016, 0.702], [-3.297, -1.277, -1.243], [2.441, 0.769, -0.484], [-1.195, 3.010, 1.442], [-2.679, -1.527, -0.129], [-1.421, 1.456, 0.436]]
}

***

{
  "formula": "C24H25CoI2N8OS",
  "method": "the ωB97M-V functional and the def2-TZVPD basis",
  "de_lowest_kj_mol": 63.3,
  "homo_lumo_gap_ev": [6.493, 6.552],
  "spin_multiplicity": 2,
  "e_tot_ev": -103921.30790,
  "charge": 1,
  "symbols": ["N", "C", "C", "N", "C", "C", "N", "H", "C", "H", "H", "H", "N", "H", "H", "Co", "I", "H", "C", "N", "H", "C", "C", "O", "C", "S", "H", "C", "N", "H", "H", "H", "C", "C", "H", "C", "C", "H", "N", "C", "C", "C", "H", "H", "C", "C", "H", "C", "H", "C", "H", "H", "C", "H", "C", "C", "H", "H", "N", "H", "H", "I"],
  "coordinates": [[3.6102, -1.6766, 1.9620], [2.3830, 3.8936, 0.9059], [1.8856, 2.7487, 0.3179], [1.8307, -2.9051, -2.9582], [-5.1434, -0.9750, -1.1097], [2.0797, 0.0683, -1.9625], [2.1118, -2.7928, -1.6454], [2.6694, -5.9665, -2.3788], [0.5898, 3.7629, 2.4697], [2.0761, 5.3082, 2.4967], [1.7981, 1.0402, -4.5182], [-4.6927, -2.1792, -2.8360], [2.8947, -0.7214, 0.0378], [-1.7741, 2.5159, 2.7714], [-2.1874, 1.3900, -1.7237], [-0.0036, 0.1494, 0.1139], [-7.1685, -0.8053, -1.5535], [2.3766, 2.3195, -0.5468], [-4.3035, -1.6987, -1.9489], [-0.2067, 0.8633, -1.8344], [3.4365, -2.0234, 2.8903], [-1.3905, 1.7632, -3.6952], [-1.0480, 1.8477, 2.2991], [-1.1164, -1.3091, -0.2752], [0.8850, 0.7212, -2.6033], [1.1436, -0.7682, 2.0940], [-0.7284, 1.1281, 3.0580], [-4.6182, -0.3639, 0.0233], [-1.6108, 1.1076, 1.1771], [3.9309, 0.6382, -2.8878], [3.7217, -1.0904, -0.4062], [3.8976, -1.0410, -2.3286], [2.5955, -1.0798, 1.3276], [-3.2624, -0.4703, 0.3135], [0.0402, 4.1351, 3.3245], [0.9024, 1.1310, -3.9202], [-2.6886, 0.1628, 1.5489], [-3.4774, 0.6735, 2.1088], [0.7967, 2.1111, 0.7588], [-0.2581, 1.6679, -4.4727], [1.9863, -4.1599, -3.4301], [-1.3187, 1.3465, -2.3709], [3.2666, 4.3691, 0.5044], [-2.3192, 2.1520, -4.0885], [-2.9523, -1.7881, -1.6465], [0.1552, 2.6169, 1.8215], [1.4140, -2.1242, -3.4351], [1.7196, 4.4106, 2.0083], [2.7521, -4.2145, -0.2665], [2.4194, -4.9198, -2.3721], [-1.9980, 1.7773, 0.5166], [-0.2685, 1.9911, -5.5053], [3.2998, -0.2458, -2.7686], [3.0211, -0.5891, -3.7635], [-2.3930, -1.1818, -0.5289], [2.4712, -4.0177, -1.2899], [4.4323, -2.0046, 1.4833], [-5.2656, 0.1873, 0.6953], [1.9211, -0.1783, -0.7256], [-2.2403, -0.5913, 2.2009], [1.7733, -4.4121, -4.4563], [-1.6844, -2.8685, -2.8960]],
  "atomic_forces_ev_per_a": [[-0.020, -0.205, 0.217], [-0.016, 0.043, 0.010], [-0.061, -0.074, -0.088], [0.026, -0.011, 0.128], [0.225, -0.015, 0.039], [-0.237, 0.175, -0.169], [-0.022, -0.593, -0.426], [-0.047, 0.022, 0.015], [-0.063, 0.013, -0.006], [-0.002, -0.021, -0.004], [-0.022, -0.002, 0.003], [-0.008, -0.011, 0.020], [-0.442, 0.301, 0.228], [0.007, 0.031, 0.000], [-0.001, -0.002, -0.036], [-0.042, 1.624, 0.693], [-0.054, 0.006, -0.007], [-0.033, -0.009, 0.030], [0.006, 0.090, 0.098], [-0.116, -0.196, -0.029], [0.033, 0.002, -0.002], [-0.133, 0.010, 0.108], [0.113, -0.025, -0.035], [0.537, -0.430, 0.126], [0.326, -0.256, 0.174], [0.014, -0.243, -0.122], [-0.008, -0.018, 0.005], [0.110, -0.070, -0.092], [-0.286, -0.202, -0.206], [-0.021, 0.042, -0.011], [-0.033, -0.109, -0.058], [-0.058, 0.026, 0.006], [0.163, 0.154, -0.357], [-0.318, 0.289, 0.249], [0.003, 0.002, -0.024], [-0.107, 0.099, -0.241], [0.073, 0.070, -0.060], [-0.010, -0.001, 0.038], [0.008, -0.322, 0.030], [0.166, -0.045, -0.086], [-0.014, 0.017, 0.105], [0.091, 0.061, -0.057], [-0.010, -0.008, 0.003], [0.013, -0.023, -0.001], [-0.469, -0.232, -0.623], [0.017, -0.098, 0.004], [-0.116, -0.098, -0.008], [0.056, 0.044, 0.014], [-0.009, -0.025, -0.007], [0.026, -0.005, 0.068], [-0.066, 0.017, 0.035], [0.004, 0.001, 0.016], [0.151, 0.214, -0.055], [0.068, 0.067, 0.007], [0.444, 0.102, 0.250], [0.067, -0.052, -0.072], [0.030, 0.050, -0.010], [0.003, -0.003, -0.022], [0.051, -0.175, 0.243], [0.039, -0.025, -0.025], [0.018, 0.016, 0.034], [-0.046, 0.015, -0.058]]
}